Below is 5 unconnected molecules or ions with the total composition C14H26N2O13 in a non-equilibrium geometry, with properties calculated with ωB97M-V with the def2-TZVPD basis set.

Computed properties:
* frontier orbital gap: 8.6 eV
* charge: 0
* energy relative to the best compared isomer or geometry (same formula, charge and spin): 0.00 kJ/mol
* E: -44524.760 eV

Atoms and positions in Å:
C  -2.985  -0.120  -1.030
N  -2.222  -1.396  -0.997
C  -2.625  -2.202  -2.136
C  -0.812  -1.070  -1.141
C  -2.424  -2.048  0.306
C  -3.861  -2.559  0.565
O  -3.861  -3.787  1.370
H  -2.762  0.561  -1.952
H  -2.860  0.230  -0.174
H  -4.122  -0.364  -1.016
H  -2.019  -2.048  -3.012
H  -3.756  -2.117  -2.130
H  -2.398  -3.108  -1.980
H  -0.686  -0.463  -1.950
H  -0.199  -1.940  -1.139
H  -0.365  -0.481  -0.245
H  -2.280  -1.687  1.208
H  -1.892  -2.986  0.408
H  -4.414  -2.562  -0.278
H  -4.309  -1.973  1.272
H  -4.717  -4.117  1.772
N  1.465  0.879  0.285
O  2.528  0.131  0.231
O  1.003  1.425  -0.777
O  0.820  0.807  1.319
C  4.342  2.656  -2.049
C  3.392  1.931  -2.992
O  4.181  1.698  -4.143
C  5.484  2.032  -4.010
O  6.285  2.056  -4.853
O  5.653  2.528  -2.742
H  4.482  1.950  -1.223
H  3.965  3.809  -1.825
H  2.457  2.471  -3.335
H  2.984  1.005  -2.662
C  -1.438  3.364  1.709
C  -0.105  3.999  1.204
O  -0.387  5.382  1.440
C  -1.649  5.482  1.886
O  -2.183  6.556  2.144
O  -2.283  4.382  1.879
H  -1.187  2.691  2.498
H  -1.781  2.664  0.915
H  0.115  4.136  0.230
H  0.804  3.725  1.547
C  2.400  -3.654  2.811
C  2.125  -2.550  1.926
O  0.579  -2.500  2.082
C  0.308  -3.254  3.013
O  -0.881  -3.571  3.500
O  1.269  -4.005  3.456
H  3.270  -3.118  3.430
H  2.823  -4.510  2.183
H  2.379  -2.930  0.960
H  2.354  -1.427  2.245